Record 1
Density functional theory data (the ωB97M-V functional and the def2-TZVPD basis) for a molecular structure, C38H45BN3O7PRhS3Te in a non-equilibrium geometry.

Geometry as XYZ:
```
100
Properties=species:S:1:pos:R:3:forces:R:3
Rh 0.238 -0.160 1.939 0.2 -0.1 -0.5
C 4.504 0.469 1.200 0.1 0.3 -0.1
C 4.681 1.819 0.928 0.2 -0.3 0.0
C 3.570 2.630 0.823 -0.4 0.1 -0.1
C 2.298 2.078 1.000 0.5 0.0 -0.1
N 2.136 0.770 1.270 -0.2 -0.1 0.0
C 3.218 -0.011 1.358 -0.2 0.0 -0.1
C 1.097 2.911 0.961 -0.8 -0.1 -0.5
C 0.996 4.090 1.675 -0.1 0.2 0.1
C -0.210 4.762 1.803 -0.4 -0.5 -0.6
C -1.363 4.180 1.206 0.4 0.9 0.3
C -1.260 3.049 0.477 0.7 -0.5 -0.6
N -0.020 2.424 0.266 0.1 0.8 1.5
H 5.341 -0.210 1.291 0.0 0.0 0.0
H 5.671 2.230 0.782 0.0 0.0 0.0
H 3.660 3.676 0.563 0.0 0.0 0.0
H 3.027 -1.052 1.583 -0.1 0.0 0.0
H 1.873 4.431 2.211 0.0 0.0 0.0
H -0.283 5.659 2.400 0.0 0.0 0.0
H -2.346 4.610 1.336 0.0 0.0 0.0
H -2.106 2.576 0.001 0.1 0.0 -0.1
Te 0.750 -1.781 3.921 -0.1 -0.2 0.3
C 1.288 -0.331 5.382 -0.1 -0.1 -0.1
C 2.485 0.378 5.264 0.0 0.1 0.1
C 2.805 1.387 6.162 0.0 0.0 0.0
C 1.934 1.703 7.198 0.0 0.1 0.0
C 0.746 1.000 7.332 0.0 0.0 0.0
C 0.424 -0.007 6.429 0.0 0.1 0.0
H 3.167 0.140 4.456 0.0 0.0 0.0
H 3.736 1.931 6.051 0.0 0.0 0.0
H 2.181 2.495 7.894 0.0 0.0 0.0
H 0.055 1.243 8.131 0.0 0.0 0.0
H -0.520 -0.533 6.525 0.0 0.0 0.0
N -0.172 1.413 3.275 0.0 0.2 -0.1
C -1.538 1.930 3.306 0.1 -0.1 0.2
C -2.571 1.218 2.719 0.1 0.1 -0.1
C -3.842 1.781 2.667 0.0 0.0 0.0
C -4.075 3.038 3.205 0.0 0.1 0.0
C -3.039 3.727 3.824 0.0 0.0 0.1
C -1.771 3.174 3.876 -0.1 -0.2 0.2
S -5.706 3.797 3.101 -0.1 -0.1 0.1
O -5.416 5.224 3.079 0.1 0.1 0.0
O -6.258 3.270 1.864 0.0 0.0 0.0
O -6.379 3.342 4.307 0.0 0.0 0.0
H 0.101 1.126 4.213 0.0 -0.1 0.0
H 0.443 2.196 3.057 0.0 -0.1 0.1
H -2.382 0.246 2.276 0.1 0.0 0.0
H -4.657 1.262 2.178 0.0 0.0 0.0
H -3.241 4.711 4.229 0.0 0.0 0.0
H -0.948 3.723 4.324 0.0 -0.1 0.0
C 2.672 -2.418 -1.968 0.0 0.0 0.0
C 1.467 -2.413 -2.890 0.0 0.0 0.0
C 1.364 -3.658 -3.754 0.0 0.0 0.0
O 0.219 -2.160 -2.208 0.1 0.0 -0.2
P -0.373 -2.805 -0.875 0.1 0.0 0.6
S -2.285 -2.549 -0.839 -0.2 0.1 -0.1
S 0.685 -2.211 0.775 0.2 0.2 -0.2
O 0.146 -4.315 -1.070 -0.1 0.0 -0.1
C 0.043 -5.457 -0.189 0.0 0.0 0.0
C -1.093 -5.385 0.814 0.0 0.0 0.0
C 1.390 -5.681 0.474 0.0 0.0 0.0
H 3.578 -2.473 -2.577 0.0 0.0 0.0
H 2.653 -3.268 -1.285 0.0 0.0 0.0
H 2.703 -1.502 -1.375 0.0 0.0 0.0
H 1.548 -1.551 -3.552 0.0 0.1 -0.1
H 1.284 -4.556 -3.145 0.0 0.0 0.0
H 2.256 -3.733 -4.382 0.0 0.0 0.0
H 0.488 -3.595 -4.401 0.1 -0.1 0.1
H -0.154 -6.283 -0.878 0.0 0.0 0.0
H -0.951 -4.562 1.515 0.0 0.0 0.0
H -1.110 -6.322 1.375 0.0 0.0 0.0
H -2.052 -5.251 0.318 0.0 0.0 0.0
H 1.609 -4.878 1.179 0.0 0.0 0.0
H 2.182 -5.717 -0.277 0.0 0.0 0.0
H 1.380 -6.632 1.011 0.0 0.0 0.0
C -1.665 -2.244 -5.712 -0.1 0.0 0.0
C -1.484 -0.774 -6.116 0.0 0.0 0.0
C -0.761 -0.729 -7.462 0.0 0.0 0.0
C -2.861 -0.118 -6.289 0.0 0.0 0.0
C -0.707 -0.050 -5.015 0.0 0.0 0.1
C 0.543 0.527 -5.234 0.0 0.0 0.0
C 1.270 1.159 -4.221 0.1 -0.1 0.0
C 0.701 1.176 -2.975 0.0 -0.1 -0.1
O 1.184 1.740 -1.807 -0.1 0.3 0.3
B 0.118 1.616 -0.929 -0.2 -1.1 -0.4
O -0.934 0.883 -1.444 0.2 0.4 -0.1
C -0.555 0.640 -2.751 -0.1 0.1 0.1
C -1.277 0.022 -3.736 0.0 0.0 0.0
H -2.234 -2.775 -6.480 0.0 0.0 0.0
H -2.201 -2.337 -4.766 0.0 0.0 0.0
H -0.698 -2.734 -5.585 -0.1 0.1 -0.1
H -1.366 -1.241 -8.213 0.0 0.0 0.0
H 0.207 -1.235 -7.416 0.0 0.0 0.0
H -0.601 0.296 -7.804 0.0 0.0 0.0
H -3.409 -0.606 -7.099 0.0 0.0 0.0
H -2.759 0.942 -6.532 0.0 0.0 0.0
H -3.464 -0.199 -5.385 0.0 0.0 0.0
H 0.985 0.486 -6.221 0.0 0.0 0.0
H 2.239 1.604 -4.410 0.0 0.0 0.0
H -2.243 -0.410 -3.508 0.0 0.0 0.0
```
Positions in Å, forces in eV/Å.

Computed properties:
Charge: -1
HOMO-LUMO gap (spin up / spin down) (eV): 3.69 / 3.69
ΔE to the lowest compared entry with this formula, charge and spin (eV): 3.4930
LUMO energy (spin up / spin down) (eV): 0.00 / -0.03
Calculated total energy (a.u.): -4105.57627

Record 2
Density functional theory data (the ωB97M-V functional and the def2-TZVPD basis) for 2 unconnected molecules or ions with the total composition C3H6 in a non-equilibrium geometry.

Geometry as XYZ:
```
9
Properties=species:S:1:pos:R:3:forces:R:3
C 1.653 -0.323 -0.054 0.0 -0.2 -1.1
C 0.761 0.608 0.123 4.3 2.9 0.5
C -1.499 -0.016 -0.029 -2.6 -2.0 -1.8
H 2.757 -0.087 -0.163 -1.3 -0.5 0.3
H 1.227 -1.255 -0.405 0.6 -0.8 0.3
H 1.132 1.669 0.205 -1.2 -0.6 0.2
H -1.742 0.864 -0.576 0.2 0.6 -0.1
H -1.731 -0.126 0.979 -0.1 0.2 1.6
H -1.474 -0.947 -0.601 0.2 0.3 0.1
```
Positions in Å, forces in eV/Å.

Computed properties:
⟨S²⟩: 2.016
HOMO-LUMO gap (spin up / spin down) (eV): 8.06 / 8.50
Spin multiplicity: 3
ΔE to the lowest compared entry with this formula, charge and spin (eV): 1.0093
LUMO energy (spin up / spin down) (eV): 1.34 / -1.68
Calculated total energy (a.u.): -117.64907